Entry 1:
Molecular formula: C24H42Br2I2N3O5
Method: DFT, ωB97M-V with the def2-TZVPD basis set

```
78
Properties=species:S:1:pos:R:3:forces:R:3:mulliken_charge:R:1
C 5.635 -1.155 -0.005 -1.224 0.617 0.835 -1.046
C 4.033 -1.001 0.041 0.050 0.561 -2.507 0.132
Br 3.206 -1.256 1.820 0.468 0.204 -1.486 -0.178
C 3.268 -0.704 -1.103 1.245 -0.673 2.165 -0.554
Br 4.321 -0.554 -2.793 -1.309 -0.016 1.434 -0.056
C 1.666 -0.503 -1.057 1.273 -0.430 -1.997 1.760
C 1.004 -1.914 -0.842 -1.927 -1.621 1.940 -0.610
I 1.888 -3.563 -2.005 -0.226 1.516 0.513 0.186
C -0.092 -2.255 -0.036 1.398 1.701 -1.243 -0.140
C -0.818 -1.143 0.824 0.138 -0.648 1.258 -0.613
I -0.896 -4.291 0.053 0.366 1.739 0.208 0.092
C 0.974 0.032 -2.403 0.676 0.124 -2.838 -0.811
N 0.626 1.493 -2.230 -1.471 -1.046 4.745 -0.106
C 0.651 1.671 -0.793 1.111 -2.903 -0.347 -0.342
N 0.023 2.590 -0.035 0.746 -0.231 -0.341 -0.111
N 1.460 0.644 -0.156 -2.973 2.445 -1.685 -0.068
H 5.890 -2.139 -0.508 -0.117 1.322 0.631 0.279
H 6.034 -1.091 1.064 -0.592 -0.397 -1.523 0.382
H 6.049 -0.245 -0.547 -0.513 -1.371 0.454 0.349
H -1.845 -1.470 1.211 1.460 0.488 -0.930 0.319
H -0.191 -0.991 1.779 -0.797 -0.247 -1.259 0.212
H -0.902 -0.127 0.335 -0.119 -1.461 0.288 0.071
H 0.087 -0.586 -2.787 1.010 0.874 1.295 0.359
H 1.625 0.068 -3.339 -0.223 -0.557 1.589 0.336
H -0.314 1.728 -2.599 0.878 0.201 0.057 0.348
H 0.583 3.023 0.711 -0.727 -0.373 -0.123 0.235
H -0.970 2.847 -0.131 0.910 0.334 -0.564 0.209
H 1.270 0.481 0.837 0.256 0.159 -0.542 0.369
C 6.561 -6.330 -0.127 0.156 0.261 0.268 -1.136
C 6.428 -5.268 -1.185 0.133 0.453 0.121 0.860
O 6.742 -4.114 -0.964 -0.148 -0.368 -0.073 -0.595
C 5.891 -5.689 -2.526 0.014 0.382 -0.177 -1.034
H 6.960 -5.884 0.785 -0.042 -0.035 -0.121 0.296
H 5.582 -6.761 0.092 0.081 -0.171 -0.115 0.328
H 7.249 -7.108 -0.466 -0.188 -0.111 -0.016 0.350
H 4.882 -6.091 -2.412 0.107 -0.210 -0.029 0.262
H 6.549 -6.438 -2.971 -0.176 -0.132 0.050 0.364
H 5.850 -4.822 -3.188 0.021 -0.080 0.090 0.255
C -6.361 0.297 0.674 0.239 0.352 0.141 -1.124
C -5.111 -0.451 0.297 0.450 0.095 -0.030 0.794
O -4.007 0.048 0.437 -0.275 -0.107 -0.033 -0.535
C -5.276 -1.839 -0.261 0.356 0.054 0.011 -0.665
H -6.091 1.281 1.061 -0.019 -0.115 -0.048 0.294
H -6.996 0.428 -0.205 -0.117 -0.162 0.105 0.345
H -6.900 -0.249 1.451 -0.131 -0.054 -0.178 0.306
H -5.861 -1.802 -1.182 -0.153 -0.077 0.129 0.356
H -5.766 -2.479 0.475 -0.119 -0.038 -0.155 0.107
H -4.292 -2.256 -0.488 -0.105 0.028 0.036 0.145
C 3.064 4.703 -0.458 -0.210 -0.188 0.062 -0.617
C 2.615 5.742 0.532 -0.300 0.047 0.436 0.947
O 1.583 5.604 1.165 0.784 -0.299 0.051 -0.580
C 3.488 6.954 0.710 -0.318 0.137 0.241 -1.341
H 2.340 3.888 -0.482 0.101 0.104 -0.052 -0.255
H 3.129 5.141 -1.456 0.209 -0.044 0.029 0.360
H 4.034 4.299 -0.159 0.067 0.110 -0.189 0.426
H 3.571 7.494 -0.235 0.213 -0.083 0.004 0.330
H 4.477 6.651 1.060 0.050 0.050 -0.208 0.388
H 3.040 7.615 1.454 0.040 -0.098 -0.084 0.335
C -5.856 -4.169 4.163 0.249 0.235 -0.194 -1.026
C -6.444 -4.794 2.925 0.146 0.092 -0.510 0.820
O -6.051 -4.489 1.815 -0.129 -0.037 0.389 -0.554
C -7.537 -5.811 3.115 -0.033 -0.062 -0.389 -1.126
H -5.080 -3.457 3.875 -0.085 -0.089 0.012 0.241
H -6.632 -3.637 4.716 0.024 -0.177 0.141 0.322
H -5.406 -4.941 4.791 -0.178 0.047 0.124 0.335
H -8.388 -5.352 3.622 0.077 -0.125 0.169 0.338
H -7.162 -6.655 3.697 -0.130 0.092 0.156 0.347
H -7.865 -6.176 2.141 0.056 0.058 0.107 0.288
C -0.520 6.493 -0.370 -0.363 -0.436 -0.148 -0.428
C -1.710 6.154 -1.225 -0.155 -0.224 -0.090 0.744
O -2.087 5.002 -1.355 0.205 0.126 0.096 -0.553
C -2.418 7.289 -1.913 -0.316 -0.336 -0.195 -1.207
H -0.115 5.581 0.059 -0.199 0.190 -0.121 -0.152
H 0.252 6.968 -0.979 -0.064 0.191 0.098 0.314
H -0.823 7.158 0.442 0.148 0.129 -0.101 0.353
H -1.731 7.799 -2.591 -0.006 0.152 0.164 0.319
H -2.805 7.990 -1.171 0.173 0.116 -0.072 0.326
H -3.255 6.896 -2.493 0.098 0.045 0.070 0.331
```
Forces are in eV/Å.

Output
- total charge = +1
- lowest unoccupied orbital energy (eV) = -3.24
- energy (eV) = -196554.12293
- largest force on an atom (eV Å⁻¹) = 5.077

---

Entry 2:
Molecular formula: C4H9NO2S2
Method: DFT, ωB97M-V with the def2-TZVPD basis set

```
18
Properties=species:S:1:pos:R:3:forces:R:3:nbo_charge:R:1
C -0.589 2.546 -0.890 -3.991 -0.086 -2.815 -0.785
S -1.592 1.182 -0.164 0.475 0.428 0.226 0.281
C -0.358 -0.129 0.001 -0.757 -1.411 -0.623 -0.217
C 0.923 0.394 0.551 0.342 -0.414 1.807 -0.668
S -1.246 -1.535 0.763 -1.089 -0.011 0.216 0.240
C 0.093 -2.554 1.455 -1.451 -0.699 -0.164 -0.742
N -0.062 -0.667 -1.410 2.841 1.645 1.120 0.503
O 1.110 -0.913 -1.589 1.172 -1.097 0.057 -0.419
O -0.841 -0.620 -2.271 -3.193 -0.400 -2.253 -0.340
H -1.477 3.155 -1.368 1.439 -0.850 1.028 0.248
H -0.123 2.238 -1.851 0.563 0.139 1.101 0.246
H -0.164 3.218 -0.200 1.181 0.293 0.648 0.229
H 0.577 0.829 1.474 0.209 0.373 0.707 0.227
H 1.151 1.214 -0.082 0.945 0.575 -0.481 0.235
H 1.816 -0.240 0.801 -1.186 0.291 -0.813 0.251
H -0.322 -3.289 2.219 0.332 1.114 -1.071 0.247
H 0.551 -1.730 1.948 1.704 -0.336 0.537 0.228
H 0.553 -3.096 0.613 0.463 0.449 0.775 0.237
```
Forces are in eV/Å.

Output
- ΔE to the lowest compared entry with this formula, charge and spin (eV) = 4.014
- lowest unoccupied orbital energy (eV) = 0.60
- energy (eV) = -31545.29470
- largest force on an atom (eV Å⁻¹) = 4.885

---

Entry 3:
Molecular formula: H9O4
Method: DFT, ωB97M-V with the def2-TZVPD basis set

```
13
Properties=species:S:1:pos:R:3:forces:R:3:nbo_charge:R:1
O -2.408 0.758 -0.280 0.358 -0.708 0.136 -0.966
H -2.502 -0.189 -0.111 -0.152 0.019 0.024 0.498
H -3.316 1.068 -0.356 0.071 0.420 -0.146 0.529
O 1.557 -1.152 -0.819 0.069 1.285 0.220 -0.870
H 2.498 -1.127 -1.051 -0.043 -0.084 -0.273 0.528
H 0.992 -0.073 -0.915 0.462 -2.198 0.131 0.533
O 0.883 -0.501 1.514 -0.295 1.496 -1.572 -1.033
H 0.387 -1.034 2.139 -0.387 0.339 0.029 0.510
H 1.518 -1.195 0.215 -0.375 0.044 -0.169 0.544
O 0.192 0.739 -0.408 -0.125 2.206 -0.874 -0.890
H 0.640 1.601 -0.307 -0.448 0.123 -0.272 0.549
H 0.369 0.251 0.866 1.131 -3.156 3.161 0.494
H -0.810 0.854 -0.488 -0.265 0.214 -0.396 0.574
```
Forces are in eV/Å.

Output
- ΔE to the lowest compared entry with this formula, charge and spin (eV) = 1.899
- total charge = +1
- lowest unoccupied orbital energy (eV) = -3.76
- energy (eV) = -8328.22594
- largest force on an atom (eV Å⁻¹) = 4.608